Entry from the Open Molecules 2025 dataset: a 2-piece molecular cluster, C5H7Br overall in a non-equilibrium geometry (ωB97M-V/def2-TZVPD).

Atoms and positions in Å:
C  -0.133967  0.716190  1.214392
C  0.402084  0.788325  -0.003834
C  -0.210895  1.422146  -1.113618
Br  2.165412  0.217140  -0.383350
H  -1.002853  1.253760  1.521466
H  0.311122  0.250935  2.111270
H  -1.184924  1.668943  -0.986036
H  -0.146684  0.576290  -1.834419
H  0.531897  2.059296  -1.514915
C  0.112505  -2.548871  0.692016
C  -0.582787  -2.018726  -0.104433
H  0.904206  -2.751007  1.302934
H  -1.165113  -1.634426  -0.901477

Forces on atoms 1 to 2 (eV/Å):
C 1.447 -0.321 0.883
C 0.168 -0.003 3.769

Results
ΔE to the lowest compared entry with this formula, charge and spin in kcal per mole: 61.5
Calculated total energy in hartree: -2768.58929
Kohn-Sham gap in eV: 9.961
Structure (SMILES): C=C(C)Br.C#C